No. 1
Here is one molecule with the formula C22H27N3O2S from OMol25. Energies are from ωB97M-V with the def2-TZVPD basis set.

Properties
max |F| = 0.73 eV/Å

XYZ file:
```
55
Properties=species:S:1:pos:R:3:forces:R:3:lowdin_charge:R:1
C -4.616 -2.052 2.137 0.0 0.0 0.0 -0.0449
C -3.951 -2.174 0.800 0.0 0.0 -0.1 -0.2649
C -4.635 -2.698 -0.292 0.1 0.0 0.0 -0.0495
C -4.016 -2.810 -1.527 -0.1 0.0 0.0 -0.0806
C -2.707 -2.401 -1.690 0.2 0.1 0.1 -0.0359
C -2.008 -1.877 -0.603 -0.7 -0.3 0.0 -0.1480
C -0.623 -1.442 -0.765 0.6 0.2 -0.1 -0.2623
N -0.109 -1.433 -1.990 -0.3 -0.1 -0.2 0.1903
C 1.150 -1.043 -2.137 0.3 0.1 0.4 -0.2030
C 1.930 -0.638 -1.058 -0.3 -0.1 -0.2 -0.1429
C 1.291 -0.679 0.183 0.1 0.0 0.0 -0.4958
S 2.174 -0.196 1.627 0.2 -0.1 0.1 1.0097
C 0.971 -0.570 2.937 0.1 -0.1 -0.4 -0.3405
C -0.274 0.299 2.994 0.2 -0.3 0.0 -0.5246
O -1.370 -0.216 3.133 -0.3 -0.1 0.2 0.0377
N -0.126 1.629 2.940 -0.2 0.3 0.0 -0.0519
C 1.095 2.410 2.938 0.5 0.3 -0.1 -0.1900
C 0.647 3.772 3.466 0.0 -0.1 -0.1 -0.1622
C -0.764 3.897 2.894 0.1 -0.1 0.1 -0.1628
C -1.307 2.478 3.027 -0.5 0.0 0.0 -0.1344
N 0.045 -1.074 0.330 -0.2 -0.1 0.2 0.1438
C 3.338 -0.168 -1.241 0.2 0.2 0.3 -0.1827
O 3.843 -0.359 -2.538 0.0 -0.1 -0.1 -0.0759
C 2.930 -0.081 -3.598 -0.2 0.0 -0.6 -0.5650
C 3.724 -0.327 -4.881 -0.1 0.0 0.5 -0.0171
C 2.434 1.370 -3.559 0.2 -0.3 0.1 -0.0094
C 1.740 -1.051 -3.511 0.3 0.1 0.1 -0.0455
C -2.637 -1.770 0.635 0.1 0.0 -0.2 0.0243
H -3.973 -1.515 2.828 0.0 0.0 0.1 0.0699
H -5.564 -1.523 2.047 -0.1 0.0 0.1 0.0792
H -4.824 -3.040 2.548 0.0 0.0 0.1 0.0819
H -5.661 -3.019 -0.175 -0.1 0.0 0.0 0.1098
H -4.561 -3.218 -2.366 0.0 0.0 -0.1 0.0996
H -2.210 -2.479 -2.644 0.0 0.0 -0.1 0.1009
H 0.649 -1.603 2.803 0.0 0.1 0.1 0.0889
H 1.536 -0.477 3.867 0.0 0.0 0.0 0.0865
H 1.486 2.505 1.918 0.0 0.0 0.2 0.1022
H 1.864 1.949 3.559 0.0 0.1 -0.1 0.1116
H 0.609 3.757 4.556 0.0 0.0 0.0 0.1151
H 1.308 4.575 3.149 0.1 0.0 0.0 0.1106
H -0.716 4.187 1.844 0.0 0.0 0.0 0.1134
H -1.374 4.621 3.429 0.0 0.0 0.0 0.1101
H -1.797 2.317 3.993 0.0 0.0 -0.1 0.1292
H -2.017 2.207 2.243 0.0 0.0 0.1 0.1286
H 4.007 -0.724 -0.574 -0.1 0.1 0.0 0.1288
H 3.398 0.896 -0.947 0.0 -0.1 0.0 0.1309
H 4.162 -1.321 -4.854 0.0 -0.1 0.0 0.0877
H 3.076 -0.244 -5.749 -0.1 0.0 -0.1 0.0881
H 4.529 0.398 -4.962 0.1 0.1 0.0 0.0871
H 1.744 1.529 -2.733 -0.1 0.1 0.1 0.0856
H 3.279 2.046 -3.449 0.1 0.1 0.0 0.0937
H 1.917 1.604 -4.486 -0.1 0.0 -0.1 0.0904
H 0.969 -0.801 -4.240 0.0 0.0 0.0 0.1333
H 2.089 -2.066 -3.725 0.0 0.0 -0.1 0.1382
H -2.093 -1.356 1.469 0.0 0.0 0.1 0.0822
```
Positions in Å, forces in eV/Å.

No. 2
Here is one molecule with the formula C22H27N3O3 from OMol25. Energies are from ωB97M-V with the def2-TZVPD basis set.

Properties
max |F| = 0.81 eV/Å

XYZ file:
```
55
Properties=species:S:1:pos:R:3:forces:R:3:lowdin_charge:R:1
O 0.832 -2.570 0.065 0.1 -0.3 -0.3 0.0604
C 0.356 -1.951 0.995 -0.1 0.1 0.4 -0.4776
C -0.840 -2.446 1.805 -0.1 -0.1 -0.1 -0.1039
N -2.083 -2.384 1.052 0.0 0.0 0.1 -0.1478
C -2.369 -1.051 0.545 -0.2 0.1 -0.1 -0.1665
C -3.775 -1.042 -0.070 0.1 0.1 0.1 -0.1581
N -3.963 -2.021 -1.115 0.0 0.0 -0.1 -0.1649
C -3.623 -1.623 -2.469 -0.1 0.0 0.1 -0.1431
C -2.186 -1.245 -2.754 0.0 0.0 -0.1 -0.2161
C -1.242 -2.213 -3.077 0.0 0.1 -0.1 -0.0535
C 0.081 -1.869 -3.291 0.0 -0.1 0.0 -0.0701
C 0.475 -0.545 -3.213 0.1 0.1 0.0 -0.0911
C -0.463 0.434 -2.928 0.0 0.1 0.0 -0.1025
C -1.781 0.084 -2.694 -0.1 -0.1 0.0 -0.0580
C -3.535 -3.326 -0.662 0.1 -0.2 0.2 -0.1609
C -2.137 -3.353 -0.034 -0.2 -0.1 -0.2 -0.1675
N 0.823 -0.737 1.372 0.0 0.4 0.2 0.0839
C 1.810 -0.014 0.610 -0.1 0.3 -0.1 -0.0919
C 1.211 1.299 0.084 0.5 -0.4 -0.5 -0.2660
C 2.228 2.083 -0.749 -0.6 -0.1 -0.1 -0.1190
O 3.353 2.429 0.024 0.3 0.1 0.4 -0.0182
C 3.029 2.943 1.255 -0.1 0.0 0.0 -0.2062
C 4.010 3.617 1.971 -0.1 -0.1 -0.1 -0.0004
C 3.719 4.161 3.207 0.1 0.0 0.0 -0.0924
C 2.444 4.044 3.735 -0.1 0.0 0.1 -0.0934
C 1.467 3.358 3.040 0.0 -0.1 -0.2 -0.0047
C 1.753 2.794 1.803 0.1 0.0 0.0 -0.1990
O 0.756 2.101 1.159 0.0 0.3 0.3 -0.0012
H -0.671 -3.489 2.082 0.1 0.1 0.0 0.1293
H -0.964 -1.852 2.715 0.1 0.0 0.0 0.1196
H -2.338 -0.346 1.381 0.0 0.0 0.0 0.1260
H -1.632 -0.732 -0.210 0.0 0.0 0.1 0.1079
H -4.004 -0.049 -0.460 0.0 0.0 0.0 0.1182
H -4.492 -1.280 0.725 0.0 0.1 0.0 0.1227
H -4.266 -0.768 -2.709 0.1 -0.1 -0.1 0.1218
H -3.912 -2.453 -3.120 0.0 0.1 0.0 0.1236
H -1.547 -3.246 -3.165 0.0 -0.1 0.0 0.1164
H 0.805 -2.636 -3.521 0.1 -0.1 0.0 0.1089
H 1.506 -0.275 -3.388 0.1 0.0 0.0 0.0999
H -0.168 1.474 -2.898 0.0 0.1 0.0 0.1018
H -2.507 0.853 -2.466 -0.1 0.1 0.0 0.1133
H -3.579 -4.029 -1.496 0.0 0.0 0.0 0.1184
H -4.255 -3.646 0.100 0.1 -0.1 0.0 0.1209
H -1.953 -4.345 0.386 0.0 0.0 0.0 0.1267
H -1.367 -3.149 -0.791 -0.1 -0.1 0.2 0.0935
H 0.347 -0.210 2.088 0.0 -0.2 0.0 0.1370
H 2.107 -0.655 -0.224 0.0 0.1 0.1 0.1319
H 2.684 0.200 1.235 0.0 0.0 -0.2 0.1392
H 0.321 1.078 -0.514 0.2 0.0 0.1 0.1350
H 1.745 2.993 -1.134 0.1 -0.1 0.0 0.1443
H 2.596 1.485 -1.583 -0.1 0.0 0.0 0.1327
H 4.990 3.704 1.532 0.1 0.0 -0.1 0.1199
H 4.488 4.684 3.754 0.1 0.1 0.0 0.1014
H 2.210 4.479 4.694 0.0 0.0 0.1 0.1012
H 0.470 3.244 3.435 -0.1 0.0 0.0 0.1182
```
Positions in Å, forces in eV/Å.

No. 3
Here is one molecule with the formula C22H27N3O3S from OMol25. Energies are from ωB97M-V with the def2-TZVPD basis set.

Properties
max |F| = 0.74 eV/Å

XYZ file:
```
56
Properties=species:S:1:pos:R:3:forces:R:3:lowdin_charge:R:1
C 2.186 -0.486 1.817 -0.1 -0.1 0.0 -0.0101
C 3.217 0.398 1.200 0.0 0.1 -0.1 -0.1889
C 4.307 0.851 1.935 0.0 0.0 0.0 -0.0324
C 5.269 1.671 1.375 0.1 0.0 0.0 -0.0784
C 5.161 2.065 0.052 0.1 0.1 0.0 -0.0810
C 4.086 1.627 -0.699 -0.1 -0.1 0.1 -0.0154
C 3.123 0.802 -0.133 0.3 0.3 0.2 -0.2065
N 2.049 0.360 -0.964 0.3 -0.2 0.0 0.0154
C 2.224 -0.907 -1.663 -0.1 -0.4 -0.2 -0.0118
C 1.382 -2.036 -1.031 0.3 0.4 -0.5 -0.4737
O 1.906 -2.943 -0.414 0.2 -0.3 0.3 0.0482
N 0.072 -1.893 -1.262 -0.5 0.1 -0.1 0.1291
C -0.976 -2.697 -0.650 0.4 -0.3 0.3 -0.2898
C -0.820 -4.181 -0.986 -0.3 0.1 -0.1 -0.1531
C -1.969 -4.977 -0.375 0.2 -0.1 0.1 -0.2022
C -2.017 -4.777 1.137 -0.3 0.1 -0.1 -0.2083
C -2.156 -3.296 1.476 0.3 -0.1 0.1 -0.2010
C -1.003 -2.505 0.869 -0.3 0.1 -0.1 -0.1476
C 0.976 1.118 -1.224 -0.1 0.3 0.1 -0.4219
O 0.109 0.795 -2.027 -0.1 0.1 -0.2 0.0504
C 0.841 2.421 -0.430 -0.2 -0.2 0.2 -0.0595
N -0.565 2.698 -0.241 0.2 0.2 -0.1 0.0612
C -1.298 1.777 0.440 0.1 0.2 0.1 -0.4966
O -0.777 0.884 1.089 0.1 0.0 -0.1 0.0634
C -2.753 1.942 0.394 -0.7 0.1 -0.1 -0.4281
C -3.662 1.111 0.993 0.5 0.2 -0.1 -0.0954
C -4.995 1.499 0.767 -0.2 0.1 -0.1 -0.1734
C -5.089 2.618 0.001 0.3 0.2 -0.2 -0.4024
S -3.553 3.221 -0.464 -0.1 -0.5 0.4 1.0547
H 1.181 -0.129 1.596 -0.1 0.0 0.0 0.0610
H 2.275 -1.495 1.418 0.0 -0.1 0.0 0.0758
H 2.315 -0.531 2.895 0.0 0.0 0.1 0.0861
H 4.399 0.550 2.969 0.0 0.0 0.1 0.1118
H 6.105 2.005 1.971 0.1 0.0 0.1 0.1030
H 5.908 2.704 -0.392 0.1 0.1 0.0 0.1016
H 3.985 1.918 -1.735 0.0 0.0 -0.1 0.1221
H 3.276 -1.187 -1.611 -0.2 0.0 0.0 0.1398
H 1.921 -0.778 -2.707 0.1 0.0 0.1 0.1356
H -0.216 -1.034 -1.719 0.1 -0.1 0.0 0.1069
H -1.920 -2.334 -1.073 0.1 0.0 0.0 0.1556
H -0.803 -4.310 -2.071 0.1 0.0 0.0 0.1181
H 0.132 -4.532 -0.587 0.0 0.0 0.0 0.1110
H -1.845 -6.037 -0.607 -0.1 0.0 -0.1 0.1074
H -2.914 -4.647 -0.814 -0.1 0.0 0.0 0.1113
H -2.853 -5.339 1.560 0.0 -0.1 0.1 0.1055
H -1.095 -5.161 1.579 0.0 -0.1 0.1 0.1157
H -2.166 -3.160 2.559 -0.1 0.0 0.0 0.1087
H -3.105 -2.921 1.081 -0.1 0.0 0.0 0.1098
H -1.096 -1.442 1.099 0.1 0.0 0.0 0.0913
H -0.058 -2.861 1.280 0.1 0.0 0.0 0.1174
H 1.305 3.247 -0.972 0.0 -0.1 0.1 0.1398
H 1.314 2.315 0.548 0.0 0.1 -0.2 0.1301
H -1.028 3.250 -0.945 0.1 -0.1 0.0 0.1047
H -3.362 0.256 1.571 0.1 -0.1 0.1 0.1169
H -5.847 0.971 1.156 -0.2 -0.1 0.1 0.1045
H -5.972 3.132 -0.323 -0.2 0.1 0.0 0.0633
```
Positions in Å, forces in eV/Å.

No. 4
Here is one molecule with the formula C22H27N3O4 from OMol25. Energies are from ωB97M-V with the def2-TZVPD basis set.

Properties
max |F| = 0.79 eV/Å

XYZ file:
```
56
Properties=species:S:1:pos:R:3:forces:R:3:lowdin_charge:R:1
C -1.419 -4.589 -0.805 0.3 0.2 0.1 -0.0009
C -0.400 -3.903 0.102 -0.1 -0.8 0.2 -0.2395
O 0.072 -2.689 -0.492 -0.2 0.1 0.0 0.0032
C 1.138 -2.758 -1.300 0.2 -0.2 -0.1 -0.4260
O 1.703 -3.782 -1.585 -0.1 0.1 0.0 0.1350
C 1.548 -1.411 -1.785 0.0 0.4 -0.1 -0.1001
C 2.656 -1.328 -2.639 0.0 0.0 0.0 0.0040
C 3.083 -0.105 -3.097 0.0 0.0 0.0 0.0123
C 2.419 1.061 -2.710 -0.3 -0.3 0.2 -0.0532
C 2.878 2.368 -3.189 0.0 0.0 0.0 -0.3666
O 3.818 2.575 -3.926 0.1 0.0 -0.1 0.0935
N 2.100 3.407 -2.704 0.1 -0.1 -0.1 0.0529
C 1.036 3.231 -1.873 -0.3 -0.3 0.3 -0.2858
N 0.617 2.102 -1.440 -0.5 0.4 0.3 0.1708
C 1.304 0.985 -1.852 0.5 -0.1 -0.4 -0.1932
C 0.877 -0.265 -1.400 0.2 -0.3 -0.1 0.0622
C 0.447 4.566 -1.540 0.0 0.2 0.0 -0.0843
C 1.026 5.484 -2.622 0.0 0.0 0.0 -0.1411
C 2.340 4.803 -3.016 0.3 0.4 -0.2 -0.1084
C -1.048 -3.582 1.459 0.4 0.1 -0.6 -0.4506
O -1.247 -4.451 2.281 0.0 -0.4 0.1 0.0780
N -1.395 -2.296 1.599 -0.1 0.6 -0.1 0.1281
C -1.963 -1.733 2.803 -0.3 0.0 0.5 -0.2768
C -3.278 -1.015 2.484 0.1 -0.1 -0.2 -0.1383
C -3.048 0.244 1.651 -0.1 0.1 0.3 -0.1973
C -2.079 1.187 2.357 0.1 0.0 -0.3 -0.1958
C -0.757 0.484 2.654 -0.3 0.1 0.4 -0.1704
C -0.975 -0.776 3.495 0.3 -0.2 -0.2 -0.3249
C 0.349 -1.476 3.790 -0.3 0.1 0.1 -0.0536
H -1.810 -5.466 -0.296 0.0 -0.1 0.0 0.0915
H -0.944 -4.895 -1.734 0.0 0.0 0.0 0.0849
H -2.238 -3.908 -1.028 -0.1 0.0 0.0 0.0909
H 0.452 -4.574 0.268 -0.2 0.2 0.1 0.1597
H 3.157 -2.242 -2.920 0.0 -0.1 0.0 0.1208
H 3.933 -0.013 -3.757 0.1 0.0 0.0 0.1228
H 0.017 -0.305 -0.753 -0.1 0.0 0.1 0.1069
H -0.640 4.531 -1.530 0.0 -0.1 0.1 0.1211
H 0.784 4.859 -0.543 0.0 0.0 0.0 0.1272
H 1.184 6.500 -2.269 0.0 0.0 -0.1 0.1115
H 0.352 5.517 -3.479 0.0 0.0 0.0 0.1156
H 2.595 4.906 -4.072 0.0 0.0 0.1 0.1299
H 3.185 5.166 -2.421 0.0 0.0 -0.1 0.1358
H -1.150 -1.657 0.860 0.1 -0.2 0.0 0.1190
H -2.159 -2.587 3.460 0.0 0.2 -0.1 0.1505
H -3.759 -0.741 3.425 0.0 0.0 0.1 0.1190
H -3.943 -1.700 1.955 0.0 0.0 0.1 0.1169
H -4.002 0.749 1.487 0.0 0.0 -0.1 0.1098
H -2.650 -0.022 0.669 0.0 0.0 -0.1 0.1047
H -1.896 2.065 1.736 0.0 0.1 0.1 0.1065
H -2.526 1.524 3.296 0.0 0.1 0.0 0.1144
H -0.095 1.163 3.194 0.1 0.0 -0.1 0.1176
H -0.258 0.227 1.717 0.1 0.0 -0.1 0.1042
H -1.433 -0.480 4.445 -0.1 0.0 0.0 0.1464
H 0.999 -0.829 4.374 0.1 0.0 0.0 0.0780
H 0.863 -1.732 2.866 0.1 0.0 -0.1 0.0774
H 0.178 -2.393 4.349 0.1 -0.1 0.1 0.0836
```
Positions in Å, forces in eV/Å.

ΔE to the lowest compared entry with this formula, charge and spin in kcal per mole, matching the order above: 9.0 76.9 13.7 0.0
Orbital gap in eV, matching the order above: 8.7909 8.6456 9.3514 8.7223
Electronic energy in eV, matching the order above: -42654.36213 -33864.91519 -44702.54240 -35915.69058